Here is C10H22BeBrClFKLi2NO11PS4 as an isolated structure from OMol25. Energies are from the ωB97M-V functional and the def2-TZVPD basis.

- Molar mass: 687.87 g/mol
- Largest force on an atom: 0.189 Eh/bohr
- LUMO: -3.33 eV
- Kohn-Sham gap: 2.7 eV
- E_tot: -189779.987 eV

```
56
Properties=species:S:1:pos:R:3:lowdin_charge:R:1
C 4.432 -2.665 0.756 -0.074
O 3.977 -1.528 0.041 -0.192
C 4.966 -0.596 -0.287 -0.278
C 4.381 0.825 -0.135 -0.210
C 2.903 0.908 -0.572 -0.196
S 1.686 1.270 0.725 0.530
O 2.343 1.550 2.008 -0.680
O 1.001 2.478 0.347 -0.314
N 0.701 0.038 1.006 -0.333
S -0.319 -0.246 -0.175 0.383
O -0.159 0.587 -1.341 -0.453
O -1.681 -0.206 0.395 -0.627
P -0.101 -2.294 -0.907 0.100
O -0.730 -3.313 0.142 -0.185
O 1.467 -2.506 -1.119 -0.211
S -0.997 -2.339 -2.579 0.418
H 4.400 -3.560 0.135 0.090
H 3.741 -2.816 1.586 0.094
H 5.421 -2.545 1.197 0.083
H 5.281 -0.691 -1.332 0.110
H 5.859 -0.654 0.367 0.078
H 4.597 1.180 0.874 0.099
H 4.959 1.452 -0.810 -0.032
H 2.573 0.039 -1.134 0.085
H 2.829 1.750 -1.260 0.100
H -0.260 -3.199 0.989 0.104
H 1.705 -3.443 -1.157 0.097
C -3.854 -1.247 2.308 -0.328
C -5.263 -0.888 2.782 -0.195
C -6.246 -1.402 1.726 -0.205
S -5.449 -2.812 0.952 0.720
O -5.187 -2.493 -0.462 -0.368
O -6.139 -4.013 1.316 -0.285
C -3.920 -2.703 1.861 -0.225
H -3.115 -1.104 3.089 0.058
H -3.575 -0.606 1.466 0.007
H -5.461 -1.376 3.738 0.121
H -5.376 0.184 2.933 0.123
H -7.187 -1.724 2.164 0.108
H -6.435 -0.657 0.953 0.108
H -3.089 -3.001 1.221 0.083
H -3.994 -3.375 2.715 0.115
Li 7.707 -0.015 -0.327 0.654
Cl -1.868 0.935 2.375 -0.001
Li 0.640 1.652 -3.054 0.837
Be -3.538 -1.105 -1.208 0.962
F -4.489 -2.344 -3.195 -0.614
Br 7.078 1.875 -2.098 -0.371
C 0.206 5.649 -2.742 -0.071
C -0.068 7.006 -3.454 -0.816
O -1.112 7.585 -3.111 -0.078
O 0.801 7.339 -4.283 -0.096
H -0.584 5.405 -2.030 0.048
H 0.263 4.846 -3.496 0.026
H 1.158 5.696 -2.205 0.046
K 3.120 3.219 2.303 1.050
```